No. 1
This record from the OMol25 dataset describes a cluster of 2 separate species, C6H11N2O6P in total in a non-equilibrium geometry. The level of theory is ωB97M-V/def2-TZVPD.

Geometry as ORCA input:
```
! RIJCOSX wB97M-V def2-TZVPD def2/J DEFGRID3
* xyz -2 1
C -0.05 -1.00 0.85
C 2.74 -0.20 -0.54
C 1.87 2.75 -0.44
C 0.04 -0.24 -1.52
C -1.57 -1.20 0.93
C 1.62 0.60 0.16
N 0.22 0.20 -0.12
N -1.95 -1.93 2.12
O 3.69 0.33 -1.09
O 0.48 -0.74 2.08
O 2.93 0.06 2.63
O 0.35 -2.23 0.41
O 2.51 -1.43 -0.50
O 1.09 1.70 2.69
P 1.67 0.51 2.01
H 0.99 3.15 -0.18
H 1.86 2.60 -1.42
H 2.68 2.99 0.20
H 0.58 0.39 -2.12
H 0.13 -1.25 -1.78
H -0.98 0.09 -1.67
H -2.32 -0.33 1.01
H -1.92 -1.71 -0.06
H 1.40 -1.89 0.14
H -1.55 -1.59 2.98
H -1.70 -2.88 1.96
*
```

energy relative to the best compared isomer or geometry (same formula, charge and spin)	243.9	kJ/mol
HOMO-LUMO gap	7.24	eV
calculated total energy	-30954.26676	eV

How positive or negative is each atom? The Löwdin charges in e answer that: -0.689 -0.699 0.074 -0.081 -0.224 -0.171 -0.060 -0.019 -0.012 -0.130 -0.358 -0.075 -0.014 -0.389 0.338 -0.043 -0.059 0.009 0.051 0.066 0.073 0.115 0.129 0.071 0.054 0.042

No. 2
This record from the OMol25 dataset describes an isolated molecule of C5H4N2. The level of theory is ωB97M-V/def2-TZVPD.

Geometry as ORCA input:
```
! RIJCOSX wB97M-V def2-TZVPD def2/J DEFGRID3
* xyz 0 1
C -0.50 0.85 1.93
C -1.07 -0.26 1.78
C -0.34 -0.23 0.42
C -0.63 0.37 -0.79
C 0.36 -0.13 -1.68
N 1.19 -0.96 -1.07
N 0.77 -0.99 0.20
H -0.03 1.81 2.07
H -1.44 1.06 -0.99
H 0.49 0.09 -2.73
H 1.20 -1.62 0.87
*
```

energy relative to the best compared isomer or geometry (same formula, charge and spin)	399.6	kJ/mol
HOMO-LUMO gap	8.99	eV
calculated total energy	-8225.35227	eV

How positive or negative is each atom? The Löwdin charges in e answer that: 0.128 -0.010 -0.410 -0.036 -0.165 0.030 0.013 0.086 0.106 0.099 0.159

No. 3
This record from the OMol25 dataset describes a cluster of 6 separate species, C29H45BrN7O5P2 in total in a non-equilibrium geometry. The level of theory is ωB97M-V/def2-TZVPD.

Geometry as ORCA input:
```
! RIJCOSX wB97M-V def2-TZVPD def2/J DEFGRID3
* xyz -1 1
C 3.69 0.54 2.04
C 2.67 -0.03 1.39
C 1.62 0.73 0.55
P 0.10 1.29 1.58
N 0.04 -0.46 2.16
C -1.14 0.69 0.17
C -1.08 1.41 -1.14
O -1.83 2.25 -1.43
Br 0.24 0.97 -2.55
C 0.16 3.09 0.89
P 0.99 4.26 2.04
O 0.33 4.45 3.33
O 0.98 5.71 1.25
O 2.57 3.91 2.14
N -1.22 1.65 2.76
C -0.89 1.67 4.18
C -2.34 2.45 2.50
C -3.73 1.71 2.44
O -2.43 3.63 2.46
H 4.69 0.09 1.99
H 3.58 1.40 2.70
H 2.54 -1.12 1.48
H 1.39 0.00 -0.24
H 2.21 1.53 0.07
H 1.06 1.65 2.61
H -0.94 -0.69 2.30
H 0.50 -0.56 3.06
H -0.79 -0.34 -0.03
H -2.18 0.56 0.50
H -0.80 3.53 0.59
H 0.79 3.17 -0.02
H 0.07 5.80 0.93
H 2.75 3.48 2.99
H -0.91 0.63 4.57
H 0.02 2.21 4.46
H -1.72 2.17 4.71
H -3.66 0.94 3.22
H -3.94 1.29 1.45
H -4.55 2.37 2.73
N 3.11 -1.85 -1.33
C 3.98 -2.90 -1.41
C 4.38 -3.03 -2.71
C 3.72 -2.01 -3.46
C 2.95 -1.30 -2.58
H 2.65 -1.52 -0.49
H 4.24 -3.46 -0.53
H 5.07 -3.77 -3.09
H 3.81 -1.82 -4.52
H 2.30 -0.45 -2.73
N -3.72 1.32 -3.38
C -5.01 1.31 -2.94
C -5.83 1.28 -4.05
C -4.99 1.27 -5.19
C -3.69 1.29 -4.74
H -2.90 1.34 -2.78
H -5.24 1.32 -1.89
H -6.91 1.27 -4.03
H -5.30 1.25 -6.22
H -2.76 1.29 -5.28
N -4.95 -2.40 4.41
C -5.35 -1.37 5.21
C -6.72 -1.38 5.26
C -7.16 -2.47 4.47
C -6.05 -3.08 3.96
H -4.00 -2.63 4.19
H -4.62 -0.71 5.67
H -7.33 -0.68 5.81
H -8.18 -2.76 4.29
H -5.94 -3.93 3.31
N 1.57 -4.53 -3.71
C 0.57 -5.11 -2.99
C -0.47 -5.38 -3.85
C -0.08 -4.94 -5.14
C 1.19 -4.42 -5.02
H 2.46 -4.22 -3.34
H 0.68 -5.29 -1.93
H -1.41 -5.84 -3.58
H -0.65 -5.00 -6.04
H 1.85 -3.99 -5.75
N 5.92 0.20 -0.81
C 5.67 1.31 -1.58
C 6.70 2.19 -1.39
C 7.60 1.60 -0.47
C 7.09 0.37 -0.13
H 5.32 -0.61 -0.74
H 4.79 1.36 -2.19
H 6.79 3.16 -1.85
H 8.52 2.03 -0.10
H 7.47 -0.39 0.53
*
```

energy relative to the best compared isomer or geometry (same formula, charge and spin)	0.0	kJ/mol
HOMO-LUMO gap	7.80	eV
calculated total energy	-140091.11137	eV

How positive or negative is each atom? The Löwdin charges in e answer that: -0.022 -0.273 -0.319 0.571 -0.147 -0.216 -0.826 -0.004 0.743 -0.317 0.425 -0.296 -0.163 -0.147 -0.262 -0.131 -0.551 -0.004 0.095 0.040 0.037 0.085 0.012 0.073 0.020 0.014 0.017 0.071 0.076 0.048 0.056 0.067 0.065 0.066 0.060 0.091 0.063 0.058 0.070 0.034 -0.152 -0.140 -0.120 -0.147 0.093 0.109 0.094 0.095 -0.001 0.022 -0.139 -0.126 -0.127 -0.139 0.083 0.105 0.082 0.081 0.104 0.005 -0.148 -0.117 -0.119 -0.147 0.144 0.105 0.087 0.086 0.103 0.020 -0.141 -0.122 -0.122 -0.145 0.097 0.103 0.084 0.084 0.102 0.022 -0.135 -0.116 -0.122 -0.155 0.114 0.104 0.086 0.084 0.101

No. 4
This record from the OMol25 dataset describes a cluster of 2 separate species, C4H11N3O2 in total in a non-equilibrium geometry. The level of theory is ωB97M-V/def2-TZVPD.

Geometry as ORCA input:
```
! RIJCOSX wB97M-V def2-TZVPD def2/J DEFGRID3
* xyz 0 1
H -1.30 0.27 2.63
N -0.90 -0.03 1.75
C -1.43 -0.93 1.04
N -2.50 -1.72 1.47
N -0.85 -1.28 -0.13
C -1.54 -1.99 -1.18
H -2.97 -1.38 2.28
H -3.04 -2.22 0.78
H 0.11 -1.04 -0.30
H -2.35 -1.42 -1.63
H -1.86 -2.98 -0.86
H -0.83 -2.23 -1.96
C 2.39 2.60 -1.42
C 1.90 1.41 -0.64
O 2.49 0.35 -0.59
O 0.71 1.62 -0.10
H 1.64 2.91 -2.14
H 3.28 2.38 -2.01
H 2.63 3.44 -0.77
H 0.42 0.77 0.32
*
```

energy relative to the best compared isomer or geometry (same formula, charge and spin)	49.4	kJ/mol
HOMO-LUMO gap	9.63	eV
structure (SMILES)	[H]/N=C(\N)NC.CC(=O)O
calculated total energy	-12892.31771	eV

How positive or negative is each atom? The Löwdin charges in e answer that: 0.045 0.103 -0.574 0.139 -0.013 -0.093 0.091 0.071 0.110 0.087 0.073 0.083 0.002 -0.592 0.075 0.079 0.085 0.083 0.085 0.062

No. 5
This record from the OMol25 dataset describes a structure of composition C8H24B2O28Rb in a non-equilibrium geometry. The level of theory is ωB97M-V/def2-TZVPD.

Geometry as ORCA input:
```
! RIJCOSX wB97M-V def2-TZVPD def2/J DEFGRID3
* xyz -1 1
Rb -10.42 20.08 -17.90
O -15.81 12.65 -19.58
C -14.90 13.43 -19.76
O -14.44 14.15 -18.82
B -13.23 14.83 -19.42
O -13.15 14.23 -20.74
C -14.04 13.34 -20.88
O -13.95 12.35 -21.60
O -12.01 14.72 -18.62
C -11.50 15.83 -18.36
O -10.31 16.02 -18.14
C -12.42 16.80 -18.79
O -13.34 16.26 -19.47
O -12.43 17.93 -18.30
O -10.05 13.58 -24.30
C -10.19 14.24 -23.24
O -9.81 15.45 -23.18
B -9.53 15.60 -21.74
O -9.90 14.37 -21.10
C -10.49 13.70 -22.00
O -10.88 12.60 -21.81
O -8.12 15.95 -21.37
C -8.20 17.07 -20.78
O -7.26 17.69 -20.44
C -9.49 17.60 -20.70
O -10.28 16.79 -21.22
O -9.82 18.63 -20.10
O -8.01 14.70 -18.69
H -8.36 14.27 -17.90
H -8.86 15.02 -18.90
O -11.71 18.84 -15.66
H -11.11 18.17 -15.94
H -12.02 18.60 -14.79
O -9.23 17.87 -16.67
H -8.30 17.90 -16.91
H -9.64 17.24 -17.20
O -14.79 10.86 -17.24
H -15.60 11.01 -17.71
H -14.69 9.98 -17.59
O -12.94 9.85 -19.69
H -12.26 10.50 -19.56
H -13.09 9.70 -20.62
O -9.75 13.75 -16.74
H -9.32 14.06 -15.95
H -10.10 14.53 -17.12
O -12.95 14.75 -15.84
H -12.67 13.85 -15.77
H -13.78 14.72 -15.31
O -13.39 9.91 -22.55
H -13.74 10.73 -22.28
H -12.47 10.10 -22.52
O -15.83 16.03 -16.61
H -15.60 15.20 -16.29
H -15.96 16.01 -17.52
O -11.15 12.04 -19.30
H -11.40 12.47 -18.48
H -11.57 12.45 -20.05
O -13.98 17.66 -15.26
H -13.19 17.90 -15.68
H -14.52 17.19 -15.97
O -17.66 11.01 -18.53
H -17.07 11.60 -18.93
H -17.97 11.39 -17.73
*
```

energy relative to the best compared isomer or geometry (same formula, charge and spin)	0.0	kJ/mol
HOMO-LUMO gap	8.52	eV
calculated total energy	-68036.24369	eV

How positive or negative is each atom? The Löwdin charges in e answer that: 1.125 0.154 -0.422 0.288 -0.841 0.295 -0.382 0.169 0.300 -0.402 0.094 -0.402 0.335 0.080 0.137 -0.405 0.302 -0.804 0.319 -0.480 0.199 0.299 -0.532 0.188 -0.468 0.301 -0.047 -0.017 0.002 -0.037 -0.117 -0.020 0.059 -0.119 0.076 -0.060 -0.051 -0.020 0.019 -0.052 -0.025 -0.014 -0.002 0.059 -0.029 -0.019 0.037 0.054 -0.027 -0.036 0.029 0.025 0.014 0.025 -0.017 0.044 -0.006 -0.073 -0.075 0.028 -0.024 -0.055 0.025

No. 6
This record from the OMol25 dataset describes a structure of composition C27H18N5O2RbS2. The level of theory is ωB97M-V/def2-TZVPD.

Geometry as ORCA input:
```
! RIJCOSX wB97M-V def2-TZVPD def2/J DEFGRID3
* xyz -2 1
Rb -0.05 -0.34 0.34
C 3.19 3.33 0.69
C 3.04 4.11 -0.44
C 1.80 4.13 -1.07
C 0.78 3.35 -0.55
N 0.92 2.59 0.54
C 2.11 2.58 1.13
C -0.52 3.30 -1.26
C -1.05 4.47 -1.81
C -2.22 4.40 -2.54
C -2.84 3.17 -2.69
C -2.27 2.06 -2.09
N -1.13 2.12 -1.39
C -2.91 0.72 -2.22
C -4.27 0.59 -2.49
C -4.82 -0.67 -2.63
C -4.00 -1.77 -2.50
C -2.66 -1.56 -2.22
N -2.12 -0.35 -2.08
H 4.15 3.22 1.18
H 3.88 4.65 -0.86
H 1.67 4.66 -2.00
H 2.22 1.94 2.00
H -0.54 5.41 -1.65
H -2.65 5.29 -2.99
H -3.74 3.08 -3.29
H -4.90 1.47 -2.55
H -5.88 -0.78 -2.82
H -4.38 -2.78 -2.60
H -1.98 -2.39 -2.09
S 2.56 0.78 -2.21
C 3.87 0.80 -1.10
S 3.89 -0.12 0.35
C 4.95 1.69 -1.36
C 6.03 1.88 -0.46
N 6.93 2.10 0.23
C 4.98 2.57 -2.47
N 5.08 3.32 -3.34
C 1.32 -2.98 3.97
C 0.08 -2.58 3.19
O 0.13 -2.60 1.96
C -1.13 -2.19 3.92
C -1.32 -2.69 5.22
C -2.46 -2.44 5.96
C -3.45 -1.63 5.38
C -3.30 -1.09 4.14
C -2.12 -1.31 3.33
O -1.98 -0.73 2.22
H 2.17 -2.89 3.30
H 1.24 -4.03 4.28
H 1.46 -2.37 4.86
H -0.55 -3.32 5.65
H -2.58 -2.86 6.95
H -4.36 -1.43 5.94
H -4.06 -0.46 3.70
*
```

energy relative to the best compared isomer or geometry (same formula, charge and spin)	36.9	kJ/mol
HOMO-LUMO gap	4.45	eV
calculated total energy	-62165.20471	eV

How positive or negative is each atom? The Löwdin charges in e answer that: 0.760 -0.073 -0.067 -0.035 -0.280 0.072 -0.175 -0.195 -0.016 -0.068 -0.032 -0.206 0.173 -0.206 -0.025 -0.077 -0.068 -0.125 0.102 0.103 0.107 0.111 0.093 0.109 0.100 0.095 0.099 0.100 0.097 0.115 0.399 -1.304 0.384 -0.469 -0.344 0.081 -0.348 0.085 -0.023 -0.415 -0.069 -0.110 -0.086 -0.151 -0.140 -0.041 -0.420 -0.199 0.084 0.077 0.077 0.093 0.072 0.084 0.095

No. 7
This record from the OMol25 dataset describes an isolated molecule of C20H30N4O3S. The level of theory is ωB97M-V/def2-TZVPD.

Geometry as ORCA input:
```
! RIJCOSX wB97M-V def2-TZVPD def2/J DEFGRID3
* xyz 0 1
C -6.51 -0.57 -0.37
C -5.26 -0.12 0.38
C -5.09 1.40 0.31
C -3.84 1.92 1.03
N -2.61 1.45 0.42
C -1.94 0.32 0.81
N -2.43 -0.41 1.85
C -0.82 -0.11 0.15
N -0.21 -1.33 0.56
C -0.83 -2.56 0.09
C -0.63 -2.80 -1.42
C 0.85 -2.86 -1.77
C -1.34 -4.10 -1.81
C 0.94 -1.39 1.28
O 1.41 -2.45 1.65
C 1.54 -0.04 1.64
C 2.86 -0.17 2.38
C 3.97 -0.72 1.47
C 4.15 0.12 0.25
C 3.99 -0.23 -1.05
C 4.21 0.84 -1.95
C 4.53 2.00 -1.32
S 4.57 1.81 0.39
C -0.27 0.64 -0.95
O 0.74 0.39 -1.58
N -1.02 1.77 -1.26
C -2.17 2.21 -0.66
O -2.76 3.20 -1.03
H -6.62 -1.65 -0.31
H -6.45 -0.28 -1.42
H -7.39 -0.11 0.06
H -4.38 -0.61 -0.06
H -5.33 -0.44 1.42
H -5.03 1.71 -0.74
H -5.96 1.88 0.75
H -3.83 3.01 0.94
H -3.86 1.67 2.09
H -3.10 -0.02 2.48
H -1.79 -1.09 2.23
H -0.36 -3.37 0.65
H -1.90 -2.54 0.32
H -1.09 -1.97 -1.97
H 1.31 -1.88 -1.62
H 1.36 -3.59 -1.14
H 0.98 -3.14 -2.81
H -2.40 -4.06 -1.55
H -1.25 -4.27 -2.87
H -0.89 -4.94 -1.28
H 0.82 0.51 2.25
H 1.69 0.52 0.72
H 3.16 0.81 2.76
H 2.74 -0.85 3.23
H 4.90 -0.76 2.03
H 3.71 -1.73 1.16
H 3.72 -1.22 -1.36
H 4.13 0.75 -3.02
H 4.74 2.96 -1.75
H -0.69 2.33 -2.04
*
```

energy relative to the best compared isomer or geometry (same formula, charge and spin)	6.8	kJ/mol
HOMO-LUMO gap	8.67	eV
structure (SMILES)	CCCCn1c(N)c(N(CC(C)C)C(=O)CCCc2cccs2)c(=O)[nH]c1=O
calculated total energy	-44167.71847	eV

How positive or negative is each atom? The Löwdin charges in e answer that: -0.108 -0.274 -0.178 -0.131 0.063 -0.219 0.194 -0.120 -0.014 -0.126 -0.400 -0.061 -0.076 -0.427 0.070 -0.092 -0.194 -0.205 -0.546 -0.139 -0.189 -0.421 1.019 -0.408 0.082 0.222 -0.469 0.091 0.070 0.075 0.073 0.099 0.104 0.119 0.121 0.127 0.118 0.094 0.117 0.129 0.120 0.133 0.047 0.087 0.081 0.073 0.076 0.082 0.128 0.105 0.100 0.114 0.115 0.112 0.109 0.101 0.054 0.173

No. 8
This record from the OMol25 dataset describes an isolated molecule of C8H16OSe in a non-equilibrium geometry. The level of theory is ωB97M-V/def2-TZVPD.

Geometry as ORCA input:
```
! RIJCOSX wB97M-V def2-TZVPD def2/J DEFGRID3
* xyz 0 1
C 1.91 -2.31 -1.87
C 2.26 -1.11 -0.99
C 0.41 -1.97 -1.76
C 0.81 -0.64 -1.13
C -3.09 0.33 1.36
C -1.70 2.42 1.22
C 1.16 0.80 1.53
C -1.73 0.95 1.51
O 0.58 0.44 -1.96
Se -0.35 -0.20 0.78
H 2.28 -2.19 -2.89
H 2.21 -3.29 -1.50
H 2.54 -1.39 0.03
H 3.01 -0.42 -1.39
H -0.13 -1.86 -2.70
H -0.14 -2.61 -1.08
H -3.63 0.67 0.46
H -3.01 -0.76 1.34
H -3.68 0.62 2.22
H -0.68 2.80 1.17
H -2.21 2.68 0.29
H -2.22 2.93 2.03
H 1.96 0.10 1.76
H 1.53 1.55 0.83
H 0.80 1.26 2.44
H 1.11 1.20 -1.68
*
```

energy relative to the best compared isomer or geometry (same formula, charge and spin)	0.0	kJ/mol
HOMO-LUMO gap (spin up / spin down)	6.97 / 6.91	eV
calculated total energy	-75944.92619	eV

How positive or negative is each atom? The Löwdin charges in e answer that: -0.156 -0.141 -0.145 -0.586 -0.210 -0.178 -0.318 -0.589 -0.039 1.155 0.108 0.102 0.099 0.115 0.114 0.100 0.069 0.049 0.076 0.051 0.072 0.080 0.018 0.029 0.031 0.093

No. 9
This record from the OMol25 dataset describes an isolated molecule of C2H4N4S in a non-equilibrium geometry. The level of theory is ωB97M-V/def2-TZVPD.

Geometry as ORCA input:
```
! RIJCOSX wB97M-V def2-TZVPD def2/J DEFGRID3
* xyz 0 1
N -0.50 1.83 0.03
C -0.53 0.44 -0.11
N -1.70 -0.24 -0.08
N -1.43 -1.53 -0.04
N -0.11 -1.67 -0.08
C 0.53 -0.46 -0.09
S 2.27 -0.26 -0.14
H -1.47 2.18 -0.06
H 0.17 2.29 -0.57
H 0.27 -2.58 -0.01
H 2.50 0.00 1.16
*
```

energy relative to the best compared isomer or geometry (same formula, charge and spin)	94.5	kJ/mol
HOMO-LUMO gap	9.34	eV
structure (SMILES)	Nc1nn[nH]c1S
calculated total energy	-18933.57213	eV

How positive or negative is each atom? The Löwdin charges in e answer that: 0.095 -0.439 0.042 -0.008 -0.026 -0.627 0.772 0.103 0.079 0.138 -0.129

No. 10
This record from the OMol25 dataset describes an isolated molecule of C5H9NOS in a non-equilibrium geometry. The level of theory is ωB97M-V/def2-TZVPD.

Geometry as ORCA input:
```
! RIJCOSX wB97M-V def2-TZVPD def2/J DEFGRID3
* xyz 0 1
C -0.13 -2.00 -2.04
C 0.24 -1.03 -0.99
N 1.18 -1.33 -0.20
S 1.56 -0.38 1.11
C 0.14 0.74 1.26
C 0.42 1.93 2.19
O -0.19 1.19 -0.05
C -0.68 0.15 -0.84
H -1.14 -2.30 -1.84
H -0.09 -1.51 -3.04
H 0.55 -2.82 -2.09
H -0.78 0.22 1.64
H 1.29 2.54 1.98
H 0.53 1.63 3.24
H -0.45 2.57 2.03
H -1.69 -0.21 -0.46
H -0.77 0.59 -1.88
*
```

energy relative to the best compared isomer or geometry (same formula, charge and spin)	154.9	kJ/mol
HOMO-LUMO gap	9.20	eV
structure (SMILES)	CC1=NS[C@@H](C)OC1
calculated total energy	-19702.69825	eV

How positive or negative is each atom? The Löwdin charges in e answer that: -0.040 -0.448 -0.274 0.932 -0.650 -0.083 -0.157 -0.194 0.077 0.095 0.075 0.129 0.071 0.082 0.082 0.153 0.152